1.
Molecular formula: C20H27N5O3Re
Method: DFT, ωB97M-V/def2-TZVPD

LUMO energy (spin up / spin down) in eV: -12.87 / -15.91
Energy relative to the best compared isomer or geometry (same formula, charge and spin) in eV: 0.336
HOMO (spin up / spin down) in eV: -20.77 / -21.97
<S²>: 3.7883

The geometry in ORCA input format:
```
! wB97M-V def2-TZVPD RIJCOSX def2/J DEFGRID3
* xyz 4 4
N -1.616 -1.974 0.641
C -1.972 -3.016 0.225
C -2.110 -4.416 -0.092
H -2.089 -4.578 -1.178
H -3.056 -4.822 0.299
H -1.273 -4.963 0.369
N -1.402 1.608 2.520
C -1.676 2.341 3.394
C -1.707 3.041 4.668
H -2.615 2.733 5.200
H -1.737 4.130 4.546
H -0.813 2.745 5.242
N -0.127 2.018 -1.885
C -0.040 2.729 -2.829
C 0.436 3.274 -4.079
H 1.352 3.847 -3.920
H -0.287 3.936 -4.561
H 0.652 2.454 -4.772
Re -1.030 0.848 0.799
C 0.280 2.276 0.817
O 1.013 3.198 0.889
C -0.159 -0.418 1.974
O 0.312 -1.184 2.721
C -3.331 0.041 0.784
C -2.776 0.010 -0.517
C -2.391 1.223 -1.132
C -2.509 2.433 -0.403
C -3.041 2.457 0.883
C -3.509 1.247 1.484
H -3.626 -0.893 1.255
H -2.678 -0.902 -1.114
H -2.073 1.169 -2.166
H -2.209 3.368 -0.879
H -3.116 3.403 1.425
H -3.966 1.253 2.474
C 0.525 -2.593 -1.828
N 1.620 -2.119 -0.955
C 2.863 -2.855 -1.066
C 4.061 -2.328 -0.308
C 3.690 -1.270 0.732
N 2.692 -0.340 0.184
C 3.287 0.902 -0.321
C 1.569 -0.863 -0.463
O 0.528 -0.174 -0.715
H 0.975 -2.810 -2.806
H -0.316 -1.892 -1.982
H 0.118 -3.539 -1.444
H 2.668 -3.836 -0.643
H 3.053 -2.952 -2.136
H 4.868 -1.939 -0.946
H 4.502 -3.186 0.209
H 4.560 -0.661 1.044
H 3.290 -1.790 1.643
H 3.721 1.428 0.536
H 4.092 0.675 -1.036
H 2.527 1.527 -0.783
*
```



2.
Molecular formula: C20H27O10S2
Method: DFT, ωB97M-V/def2-TZVPD

LUMO energy in eV: 1.47
HOMO in eV: -4.34

The geometry in ORCA input format:
```
! wB97M-V def2-TZVPD RIJCOSX def2/J DEFGRID3
* xyz -1 1
C -1.659 3.510 0.536
C -2.993 2.519 0.711
O -2.863 1.574 1.679
O -4.224 2.686 -0.078
C -4.231 1.857 -1.293
C -3.071 2.248 -2.387
C -2.017 0.990 -2.673
C -0.973 1.310 -3.898
C -0.653 2.725 -4.229
C 0.426 2.984 -5.462
O 1.140 4.112 -5.520
C 0.569 1.854 -6.644
C 1.032 2.311 -8.155
O 0.104 2.133 -9.137
O 2.316 2.928 -8.524
C 0.242 0.427 -6.357
C -0.263 0.098 -4.801
O -0.154 -1.129 -4.250
H -1.843 4.329 -0.300
H -0.713 2.843 0.255
H -1.496 4.109 1.540
H -4.162 0.703 -1.109
H -5.287 2.043 -1.814
H -3.622 2.466 -3.415
H -2.508 3.244 -2.108
H -1.463 0.762 -1.667
H -2.699 0.060 -2.933
H -1.053 3.680 -3.683
H 0.281 -0.450 -7.140
C 0.652 -3.360 0.237
C 1.288 -2.547 1.365
C 1.622 -1.167 0.802
S 0.450 -0.865 -0.511
O 1.169 -0.807 -1.767
O -0.473 0.174 -0.098
C -0.375 -2.441 -0.406
H 0.192 -4.280 0.609
H 1.419 -3.637 -0.496
H 0.572 -2.446 2.189
H 2.181 -3.038 1.764
H 1.524 -0.388 1.563
H 2.627 -1.143 0.372
H -0.683 -2.769 -1.400
H -1.251 -2.317 0.239
C 3.256 -2.317 6.097
C 2.867 -0.846 5.955
C 1.526 -0.794 5.224
S 0.689 -2.325 5.609
O 0.557 -3.097 4.391
O -0.438 -2.047 6.476
C 2.003 -3.029 6.584
H 4.091 -2.451 6.791
H 3.559 -2.715 5.121
H 2.762 -0.399 6.951
H 3.631 -0.275 5.418
H 0.917 0.048 5.561
H 1.663 -0.746 4.141
H 2.040 -4.110 6.438
H 1.802 -2.798 7.634
*
```